[1]
Density functional theory data (ωB97M-V/def2-TZVPD) for a gas-phase ion, C10H10IN2O (charge +1).

XYZ file:
```
24
Properties=species:S:1:pos:R:3:forces:R:3
C -1.940345 -0.846448 1.633775 3.3 -1.7 -3.5
C -1.720072 -0.294483 0.249248 -1.2 -0.7 -0.3
N -2.531503 -0.575952 -0.841957 1.9 1.3 2.2
C -2.141204 0.249148 -1.888137 1.4 0.0 -0.1
I -2.973364 0.212487 -3.760923 0.0 0.0 0.1
C -1.026643 0.949621 -1.456307 -1.5 -0.9 0.1
N -0.821554 0.619597 -0.127676 -0.1 -1.2 -0.2
C 0.194601 1.185522 0.648817 2.1 0.3 -0.9
C 1.352956 0.505122 1.216922 -1.5 0.4 1.8
C 1.656963 -0.928377 0.726639 0.0 4.1 -0.9
C 2.317640 -0.649046 -0.633889 0.2 -1.5 0.8
O 2.648045 -1.647456 -1.242076 0.3 1.4 -0.9
C 2.482591 0.819218 -0.877547 -0.2 -1.4 -0.8
C 1.707580 1.542936 0.062762 -1.0 -1.9 0.2
H -1.655246 -1.895532 1.661855 -0.8 -0.3 -0.1
H -1.296425 -0.460614 2.321556 2.4 1.6 1.5
H -2.802279 -0.573720 2.027567 -4.6 0.5 1.3
H -3.186122 -1.342959 -0.765270 -0.3 0.3 -0.6
H -0.278584 1.573026 -1.881640 -0.2 0.5 -0.7
H 1.705625 0.981782 2.216483 -0.4 -1.3 -1.7
H 0.937196 -1.656460 0.554323 -2.2 -0.7 -0.2
H 2.266217 -1.373552 1.404162 2.5 -1.3 1.6
H 3.230783 1.114132 -1.650232 -1.0 0.3 0.8
H 1.873147 2.492009 0.401548 1.0 2.3 0.4
```
Forces are in eV/Å.

- HOMO-LUMO gap (alpha / beta): 0.2859 / 0.2452 Eh
- HOMO energy (alpha / beta): -12.603 / -11.942 eV
- SMILES string: CC1=[NH+]C(I)=C/[N+]1=C1/[C@H]2CC([O-])=C[C@@H]12
- Electronic energy: -869.0658 Eh
- Charge: +1

These are the Mulliken partial charges, in e, on atoms 1 to 4:
1. C -1.59
2. C 0.65
3. N -0.02
4. C -0.55


[2]
Density functional theory data (ωB97M-V/def2-TZVPD) for a molecular structure, C35H52CeO2P4.

XYZ file:
```
94
Properties=species:S:1:pos:R:3:forces:R:3
Ce -0.101113 0.059125 -0.538280 -0.5 2.8 2.3
P 2.408787 1.155016 0.582448 1.1 0.9 1.3
P -0.412442 2.590397 -1.898970 -0.8 1.8 -1.6
P 2.217263 -0.178599 -2.318020 1.2 -0.2 -2.1
H -1.075305 -2.417938 -0.937361 0.3 0.1 0.2
C 0.015624 -2.349177 -1.107340 1.8 -1.8 1.7
C 0.909944 -2.175618 -0.043828 -0.9 -2.7 -1.5
H 0.568403 -2.210128 1.005354 -0.2 0.5 -0.3
C 2.123286 1.609472 2.329677 -0.5 -0.1 0.2
C 3.104912 2.771282 0.052159 -0.4 0.0 -0.7
C 3.921114 0.152413 0.830613 -0.2 -0.6 -0.4
C -1.729043 2.363714 -3.173364 -0.3 -0.8 0.2
C -1.227369 3.962383 -0.990020 0.1 -0.3 0.7
C 0.684155 3.534415 -3.006532 0.8 -0.1 0.1
C 3.220635 -1.716166 -2.433080 -0.1 -0.1 0.7
C 3.441865 1.065731 -2.887216 0.0 0.4 0.6
C 1.314694 -0.370297 -3.888568 -0.4 0.1 0.3
H 0.304002 -2.647858 -2.119369 0.2 0.3 0.2
H 2.000765 -2.252774 -0.135237 -0.5 0.1 -0.3
H 2.003359 0.704968 2.935260 0.0 0.2 -0.2
H 1.228153 2.233356 2.446836 0.2 -0.1 0.0
H 3.001529 2.164904 2.688280 -0.2 -0.2 -0.1
H 2.300794 3.519868 0.026109 0.3 -0.1 0.1
H 3.574421 2.718935 -0.934639 -0.1 0.1 0.3
H 3.854662 3.067665 0.799352 -0.2 -0.1 -0.2
H 3.667902 -0.732208 1.427847 0.1 0.1 -0.1
H 4.650980 0.755921 1.386691 -0.2 -0.1 -0.2
H 4.366334 -0.175835 -0.115201 0.0 0.1 0.2
H -2.076124 3.361208 -3.489618 0.2 -0.4 0.0
H -2.580335 1.840650 -2.728628 -0.2 0.1 -0.1
H -1.373514 1.766370 -4.025064 0.0 0.4 0.2
H -1.566373 4.683844 -1.745449 0.1 -0.1 0.3
H -0.549211 4.447669 -0.275246 -0.2 -0.1 -0.2
H -2.100525 3.584413 -0.442149 0.1 0.2 -0.1
H 0.106107 4.375727 -3.402093 0.1 -0.1 0.1
H 1.006703 2.921211 -3.852336 0.0 0.1 0.1
H 1.565015 3.913742 -2.485201 0.0 0.1 -0.1
H 3.583438 -1.823824 -3.466282 -0.1 0.1 0.4
H 2.612939 -2.589133 -2.170592 0.3 0.0 -0.2
H 4.075197 -1.661187 -1.747977 -0.1 -0.2 -0.2
H 3.867719 0.732565 -3.846346 -0.2 0.0 0.3
H 4.250127 1.164611 -2.152131 -0.1 0.1 -0.3
H 2.948410 2.037920 -3.029446 0.3 -0.3 0.0
H 1.975280 -0.749559 -4.677266 0.1 0.2 0.3
H 0.859970 0.570207 -4.217476 0.1 -0.2 0.0
H 0.505214 -1.082005 -3.750919 0.3 0.1 -0.1
C -1.427858 -1.178977 -5.522142 -0.7 0.0 -0.6
C -2.446371 -0.743509 -6.408558 0.1 -0.7 0.0
C -2.794329 -1.611092 -7.462094 0.1 0.6 0.4
C -2.135360 -2.841577 -7.608986 -0.1 0.0 0.0
C -0.987325 -3.102700 -6.859693 0.6 0.3 0.1
C -0.542943 -2.199406 -5.886487 -0.4 -0.8 -0.1
O -1.319413 -0.750478 -4.205652 -0.6 0.8 0.7
H -2.152849 -0.439730 -3.813993 -0.1 -0.2 -1.1
H -2.961609 0.218283 -6.265859 0.1 -0.6 0.1
H -3.599785 -1.340136 -8.155421 0.3 -0.1 0.4
H -2.518070 -3.591803 -8.306719 0.2 0.4 0.1
H -0.426634 -4.022139 -7.016235 -0.1 0.3 -0.1
H 0.396198 -2.355402 -5.343860 -0.7 -0.3 -0.1
O -0.670690 0.021767 1.606718 0.9 0.3 -3.0
P -1.034804 -0.332665 3.077996 -1.0 -0.3 2.8
C -2.623432 -1.165346 3.094445 -0.2 -0.1 -0.3
C -3.612827 -0.790393 4.023003 0.2 -0.1 0.0
C -4.836639 -1.463578 4.055334 0.1 -0.1 -0.1
C -5.101699 -2.493346 3.144083 0.3 0.2 0.2
C -4.114037 -2.875511 2.228186 0.2 0.0 -0.1
C -2.880299 -2.220143 2.198194 -0.3 0.1 0.1
C 0.213400 -1.375174 3.846182 0.3 -0.2 -0.3
C 0.173149 -2.766039 3.661630 0.2 -0.1 -0.1
C 1.195153 -3.569530 4.176067 -0.2 -0.1 -0.1
C 2.267581 -3.010251 4.873649 -0.2 0.1 -0.1
C 2.294302 -1.632135 5.085559 -0.2 0.2 0.1
C 1.265764 -0.823469 4.598480 0.2 0.1 0.0
C -1.136308 1.134746 4.093056 0.0 0.4 0.0
C -1.174621 0.955617 5.491139 0.1 0.0 -0.1
C -1.226948 2.057531 6.343836 -0.1 -0.2 -0.2
C -1.258328 3.349564 5.813579 0.0 -0.3 -0.1
C -1.255599 3.527278 4.426619 0.0 0.1 -0.2
C -1.210569 2.433180 3.558946 0.1 -0.2 0.4
H -3.410448 0.011746 4.736537 -0.2 -0.3 -0.3
H -5.576882 -1.187283 4.808194 0.2 -0.1 -0.3
H -6.063999 -3.007003 3.160521 0.3 0.1 0.0
H -4.295994 -3.700883 1.538978 0.0 0.2 0.2
H -2.107975 -2.545291 1.490329 -0.3 0.0 0.2
H -0.673547 -3.214321 3.136478 0.3 0.0 0.3
H 1.137656 -4.646290 4.042115 0.0 0.2 0.0
H 3.061601 -3.643320 5.271223 -0.3 0.2 -0.1
H 3.094733 -1.172578 5.664164 -0.2 -0.2 -0.1
H 1.269509 0.245429 4.826892 0.1 -0.4 0.0
H -1.165441 -0.055387 5.910350 0.1 0.4 -0.1
H -1.245546 1.886684 7.419630 0.0 0.1 -0.3
H -1.290723 4.208940 6.483967 0.0 -0.2 -0.2
H -1.297089 4.535050 4.014226 0.0 -0.2 0.1
H -1.240417 2.583690 2.476057 0.0 0.0 0.3
```
Forces are in eV/Å.

- HOMO-LUMO gap (alpha / beta): 0.0914 / 0.0913 Eh
- HOMO energy (alpha / beta): -17.302 / -17.295 eV
- Electronic energy: -3354.3782 Eh
- Charge: +4

These are the Mulliken partial charges, in e, on atoms 1 to 4:
1. Ce 0.47
2. P 1.20
3. P 0.98
4. P 0.91